<w>
Formula: C10H27KO8S2
Source: the Open Molecules 2025 dataset
Level of theory: ωB97M-V with the def2-TZVPD basis set

Each line ends with the natural charge from an NBO analysis.
CARTESIAN COORDINATES (ANGSTROEM)
K -1.744 0.810 0.144  0.964
C -0.101 -3.554 1.730  -0.630
C -0.379 -2.266 0.951  0.133
C 0.132 -2.366 -0.510  -0.632
O -1.641 -1.759 1.098  -1.011
H -0.655 -4.455 1.458  0.195
H -0.290 -3.414 2.802  0.191
H 0.972 -3.785 1.767  0.183
H 0.412 -1.596 1.367  0.059
H -0.014 -1.358 -0.907  0.185
H -0.366 -3.102 -1.142  0.189
H 1.219 -2.484 -0.519  0.192
C -3.223 0.028 3.731  -0.239
O -2.097 0.409 2.976  -0.798
H -3.611 0.910 4.242  0.168
H -4.064 -0.290 3.101  0.160
H -3.009 -0.793 4.416  0.173
H -1.646 -0.384 2.622  0.514
O 0.857 0.219 -4.334  -0.891
S -0.538 0.328 -3.974  2.350
O -0.944 0.359 -2.583  -0.971
O -1.206 1.601 -4.761  -0.713
C -1.918 2.585 -3.962  -0.071
C -2.628 3.368 -5.083  -0.620
C -1.423 -1.015 -4.801  -0.862
H -1.336 3.212 -3.291  0.197
H -2.731 2.149 -3.379  0.181
H -3.129 2.682 -5.764  0.217
H -1.904 3.869 -5.727  0.219
H -3.358 4.068 -4.677  0.215
H -1.099 -1.965 -4.387  0.263
H -1.117 -0.909 -5.842  0.248
H -2.500 -0.875 -4.779  0.244
O 2.309 2.848 2.472  -0.949
S 1.688 1.606 2.144  2.363
O 0.674 1.697 1.132  -0.959
O 2.843 0.540 1.703  -0.708
C 4.105 0.697 2.354  -0.072
C 5.029 -0.448 1.923  -0.633
C 1.119 0.824 3.703  -0.834
H 4.022 0.616 3.439  0.174
H 4.493 1.651 2.001  0.202
H 4.977 -0.510 0.835  0.222
H 4.562 -1.378 2.263  0.213
H 6.052 -0.474 2.284  0.228
H 0.744 -0.120 3.313  0.256
H 0.431 1.520 4.169  0.262
H 2.029 0.702 4.282  0.235

2S+1 = 1
HOMO energy = -0.248 hartree
Orbital gap = 6.54 eV

<x>
Formula: C10H27KO8S2
Source: the Open Molecules 2025 dataset
Level of theory: ωB97M-V with the def2-TZVPD basis set

Each line ends with the Löwdin charge.
CARTESIAN COORDINATES (ANGSTROEM)
K -22.761 -10.763 -9.187  0.816
C -25.859 -9.941 -7.781  -0.110
C -25.194 -10.619 -6.576  -0.715
C -26.238 -11.315 -5.687  -0.088
O -24.138 -11.439 -6.876  -0.385
H -25.156 -9.316 -8.353  0.039
H -26.680 -9.293 -7.466  0.065
H -26.187 -10.665 -8.545  0.057
H -24.828 -9.727 -6.018  0.107
H -26.496 -12.253 -6.180  0.067
H -27.054 -10.618 -5.484  0.059
H -25.757 -11.561 -4.741  0.062
C -26.280 -10.860 -11.482  -0.151
O -24.889 -10.766 -11.239  -0.182
H -26.861 -9.999 -11.144  0.087
H -26.476 -11.013 -12.548  0.082
H -26.674 -11.708 -10.925  0.087
H -24.524 -9.977 -11.649  0.082
O -22.493 -15.531 -11.206  -0.260
S -22.762 -14.172 -11.593  0.623
O -22.469 -13.090 -10.690  -0.349
O -21.967 -13.867 -12.964  -0.251
C -21.801 -12.505 -13.348  -0.266
C -20.429 -11.968 -12.923  -0.050
C -24.442 -14.069 -12.247  -0.084
H -22.575 -11.842 -12.952  0.105
H -21.890 -12.454 -14.433  0.125
H -19.658 -12.721 -13.077  0.077
H -20.426 -11.672 -11.876  0.071
H -20.179 -11.129 -13.576  0.081
H -24.683 -13.009 -12.323  0.041
H -25.169 -14.549 -11.597  0.082
H -24.426 -14.556 -13.217  0.076
O -19.022 -13.992 -7.002  -0.290
S -20.176 -13.688 -7.825  0.623
O -20.760 -12.366 -7.804  -0.323
O -19.813 -14.036 -9.355  -0.283
C -19.031 -15.200 -9.636  -0.265
C -18.128 -14.854 -10.829  -0.051
C -21.429 -14.932 -7.490  -0.082
H -19.668 -16.047 -9.879  0.120
H -18.391 -15.434 -8.782  0.113
H -17.717 -13.856 -10.653  0.083
H -18.761 -14.758 -11.711  0.066
H -17.272 -15.519 -10.906  0.079
H -22.043 -14.989 -8.386  0.057
H -22.014 -14.639 -6.625  0.085
H -20.872 -15.860 -7.388  0.070

2S+1 = 1
HOMO energy = -0.217 hartree
Orbital gap = 5.36 eV

Energies in kJ/mol, measured from the most stable structure: <w> 0.0; <x> 8.0.

<w>
Formula: C6H9NO
Source: the Open Molecules 2025 dataset
Level of theory: ωB97M-V with the def2-TZVPD basis set

Each line ends with the natural charge from an NBO analysis.
CARTESIAN COORDINATES (ANGSTROEM)
C 1.086 -0.609 -0.149  0.114
C 0.218 0.080 1.094  -0.250
C 0.250 1.261 0.114  -0.433
C 0.092 0.212 -0.955  -0.113
C -2.118 0.238 -0.092  -0.300
C -1.070 -0.538 0.680  -0.074
H 3.141 -0.651 -0.505  0.482
H 0.905 -1.633 -0.333  0.185
H 0.528 -0.054 2.077  0.224
H 1.227 1.627 -0.054  0.244
H -0.430 2.248 0.193  0.196
H 0.111 0.412 -1.998  0.209
H -2.129 1.272 -0.014  0.204
H -3.194 -0.087 -0.117  0.203
H -1.240 -1.449 1.543  0.187
N -1.142 -0.718 -0.711  -0.369
O 2.291 -0.065 0.004  -0.709

2S+1 = 1
HOMO energy = -0.327 hartree
Orbital gap = 9.41 eV

<x>
Formula: C6H9NO
Source: the Open Molecules 2025 dataset
Level of theory: ωB97M-V with the def2-TZVPD basis set

Each line ends with the natural charge from an NBO analysis.
CARTESIAN COORDINATES (ANGSTROEM)
C -0.920 -1.792 0.501  -0.360
C -1.021 -0.436 0.369  -0.070
C 0.101 0.446 0.715  0.184
C 1.621 -0.155 0.237  0.586
C -2.264 0.175 -0.162  -0.623
C 2.172 0.702 -0.832  -0.760
N -0.065 1.550 1.274  -0.602
O 2.001 -1.172 0.623  -0.503
H -1.738 -2.314 0.036  0.189
H 0.009 -2.286 0.707  0.225
H -2.198 0.848 -1.105  0.223
H -2.851 -0.811 -0.487  0.205
H -2.722 0.693 0.613  0.229
H 2.182 1.747 -0.829  0.244
H 3.174 0.311 -1.226  0.238
H 1.656 0.378 -1.790  0.260
H 0.863 2.116 1.357  0.335

2S+1 = 1
HOMO energy = -0.326 hartree
Orbital gap = 9.36 eV

Energies in kJ/mol, measured from the most stable structure: <w> 295.1; <x> 0.0.